Below is 10 unconnected molecules or ions with the total composition C48H113N3O10 in a non-equilibrium geometry, with properties calculated with ωB97M-V/def2-TZVPD.

Geometry as XYZ:
```
174
Properties=species:S:1:pos:R:3:forces:R:3:lowdin_charge:R:1
C -7.103509 -7.019933 -1.942444 -1.39 -0.16 0.61 -0.053
C -5.603379 -7.310843 -1.958814 -1.35 2.46 0.72 -0.519
C -5.412939 -8.322473 -3.044644 1.08 -0.48 0.58 -0.030
C -4.840729 -5.986303 -2.319834 0.21 -0.32 -0.76 -0.120
C -4.662879 -4.952013 -1.234354 -0.43 0.14 1.27 -0.193
C -4.168169 -5.548203 0.064056 0.13 -0.77 -0.13 -0.150
C -4.939879 -6.835243 0.511996 0.48 -0.07 -0.26 -0.463
C -3.971939 -7.553723 1.472056 -1.00 -1.49 0.00 -0.044
C -6.248409 -6.411003 1.198896 -0.51 0.97 -0.04 -0.021
N -5.156709 -7.746203 -0.638574 2.05 0.88 -0.39 -0.122
O -5.658069 -8.989383 -0.231564 -0.43 0.03 -0.25 -0.014
H -7.555279 -7.831053 -1.371404 -0.23 -0.03 0.15 0.082
H -7.437879 -6.085503 -1.491744 0.42 0.12 0.32 0.077
H -7.639429 -7.044693 -2.891274 0.47 0.01 -0.37 0.076
H -6.123209 -8.077053 -3.834194 0.59 -0.36 -0.28 0.089
H -4.353439 -8.270563 -3.295364 -0.06 -0.20 -0.76 0.084
H -5.570619 -9.323603 -2.643414 -0.42 -0.03 -0.27 0.083
H -3.900029 -6.279753 -2.785734 0.40 0.02 0.35 0.108
H -5.358859 -5.477293 -3.132584 -0.35 -0.28 -0.20 0.120
H -3.959539 -4.139973 -1.418764 -0.04 -0.07 -0.83 0.115
H -5.609939 -4.455193 -1.023724 -0.29 0.02 -0.18 0.103
H -4.181019 -4.808663 0.864686 -0.37 -0.04 0.16 0.121
H -3.101169 -5.731913 -0.061914 0.08 -0.59 -0.04 0.110
H -4.181899 -8.602683 1.681116 -1.24 -0.19 -0.15 0.067
H -4.089369 -7.155123 2.479736 1.18 0.64 -0.17 0.085
H -3.034879 -7.792043 0.968846 0.66 1.36 0.46 0.087
H -7.159089 -6.834793 0.775606 0.25 -0.88 0.51 0.072
H -6.490779 -5.361713 1.030506 0.47 0.42 -0.30 0.070
H -6.179899 -6.424963 2.286646 -0.24 -0.66 0.01 0.078
H -4.920639 -9.553193 -0.476334 -0.11 -0.44 0.23 0.102
C -5.514439 -0.992133 7.931066 -0.64 -1.00 1.36 -0.070
C -4.207109 -0.645513 7.277966 0.37 0.60 0.76 -0.498
C -4.499409 -0.196243 5.851636 -0.33 -0.23 0.38 -0.034
C -3.625139 0.560377 8.109876 0.79 -1.22 -1.00 -0.112
C -2.172789 0.828967 7.725466 -1.22 1.91 1.03 -0.227
C -1.302579 -0.355973 7.890976 -0.59 0.59 -0.79 -0.169
C -1.898029 -1.613253 7.234556 3.01 -0.88 -2.65 -0.464
C -1.616789 -1.549883 5.600196 -0.88 -0.06 1.26 0.011
C -1.013729 -2.725243 7.855276 -0.75 -1.07 -0.32 -0.051
N -3.279709 -1.824293 7.456606 -1.32 1.56 1.72 -0.114
O -3.781159 -3.061663 6.931056 0.48 1.08 -0.02 0.004
H -5.348699 -1.324653 8.955796 0.43 -0.28 0.17 0.082
H -6.025889 -1.835113 7.466406 -0.18 0.26 -0.36 0.084
H -6.196329 -0.165693 8.131356 0.02 0.26 -0.83 0.089
H -3.754699 0.498407 5.463096 0.11 -0.48 -0.36 0.080
H -5.448579 0.338517 5.886756 -0.02 0.12 -0.12 0.083
H -4.680249 -1.115033 5.293796 0.26 0.30 -0.60 0.085
H -4.234419 1.453327 7.970146 -0.22 -0.17 0.09 0.123
H -3.595839 0.240807 9.151566 -0.32 0.17 0.18 0.119
H -1.813419 1.605187 8.401066 0.10 0.14 0.32 0.111
H -2.022219 1.347707 6.778706 -0.42 -0.48 -0.51 0.108
H -1.036389 -0.510253 8.936656 -0.12 -0.17 0.00 0.124
H -0.456449 0.055077 7.340336 0.83 -1.31 0.13 0.122
H -1.317869 -0.552703 5.277096 0.47 -0.09 0.08 0.064
H -0.968249 -2.346063 5.234696 0.34 0.29 0.21 0.067
H -2.564799 -1.704773 5.085036 -0.03 -0.19 0.14 0.048
H 0.024851 -2.412473 7.963136 -0.11 0.09 -0.05 0.082
H -1.405829 -3.055703 8.817126 0.02 0.55 0.39 0.080
H -1.026019 -3.669303 7.310576 0.04 0.13 -0.51 0.071
H -4.025089 -3.471783 7.764056 -0.16 -0.42 -0.11 0.101
C -5.714159 6.038497 -2.354914 1.38 -0.49 -0.17 -0.015
C -4.525179 5.309607 -3.075934 0.03 1.47 -1.46 -0.475
C -4.570339 3.781847 -2.894944 -0.21 0.62 0.78 -0.041
C -4.632839 5.559877 -4.646084 -1.05 0.69 0.08 -0.113
C -4.361899 7.036907 -5.201934 -0.61 -2.46 0.93 -0.160
C -2.968079 7.231087 -4.750354 1.87 0.68 0.05 -0.193
C -2.686129 7.151417 -3.221504 -0.23 -0.36 -0.17 -0.480
C -1.122899 7.260857 -3.029004 -1.60 0.23 -0.81 -0.019
C -3.404279 8.337147 -2.623464 0.45 1.47 1.65 -0.056
N -3.184629 5.850357 -2.702964 0.66 -1.66 -0.44 -0.089
O -2.843009 5.555777 -1.322044 -0.88 1.25 -0.58 -0.027
H -5.634949 5.796327 -1.295114 -0.44 -0.12 0.05 0.080
H -5.573779 7.117167 -2.424614 -0.25 -0.15 -0.17 0.052
H -6.654259 5.734287 -2.815094 -0.07 0.01 0.31 0.080
H -5.572839 3.383887 -3.052174 -0.10 0.19 -0.37 0.082
H -3.867679 3.275827 -3.556994 0.06 0.03 0.17 0.082
H -4.379159 3.558417 -1.845354 0.37 -0.15 -0.02 0.075
H -3.975149 4.823587 -5.108064 0.32 0.35 -0.22 0.103
H -5.634039 5.270527 -4.965434 -0.23 -0.18 0.23 0.104
H -4.434219 7.057187 -6.289344 0.07 -0.22 -0.03 0.109
H -5.112209 7.746617 -4.853424 0.15 0.00 0.33 0.100
H -2.530389 8.161427 -5.112304 -0.08 0.46 0.25 0.121
H -2.347339 6.497387 -5.264624 0.01 -0.39 0.10 0.117
H -0.793539 8.200627 -3.472234 -0.20 0.44 0.47 0.074
H -0.646259 6.573107 -3.727504 0.12 -0.75 0.74 0.078
H -0.881199 7.209797 -1.967374 0.37 -0.26 -0.29 0.081
H -3.590689 8.303817 -1.550024 -0.25 -0.93 0.19 0.087
H -4.348779 8.642837 -3.073544 0.27 -0.10 -0.26 0.069
H -2.719649 9.183297 -2.565004 -0.01 0.40 -0.86 0.080
H -2.141219 4.900887 -1.336574 0.10 -0.10 -0.48 0.094
C 1.114381 -0.223843 -0.563494 0.97 0.58 0.38 -0.047
C 2.242981 0.741147 -0.111204 0.77 0.41 -1.21 -0.475
C 3.123741 1.218137 -1.308114 -0.82 -0.54 0.06 -0.061
O 1.711531 1.907107 0.508626 -0.59 -0.30 0.07 -0.059
H 0.431111 0.227647 -1.282804 -0.08 0.32 0.28 0.077
H 0.596151 -0.585773 0.324506 -0.20 -0.02 -0.20 0.074
H 1.559731 -1.062213 -1.099114 0.13 -0.14 0.22 0.075
H 2.915441 0.252267 0.593706 -0.14 -0.38 0.22 0.122
H 2.425401 1.533297 -2.083414 0.16 0.08 -0.23 0.076
H 3.765531 0.429427 -1.700724 -0.11 -0.14 -0.02 0.073
H 3.771011 2.065407 -1.081694 -0.06 0.02 0.34 0.068
H 2.445731 2.515577 0.619616 -0.02 0.13 0.11 0.076
C 8.045501 -4.210123 -0.420084 0.87 -0.90 0.53 -0.067
C 8.155321 -4.945673 -1.779574 -1.03 0.02 0.90 -0.455
C 9.210951 -6.037493 -1.800314 -0.23 -0.20 0.00 -0.062
O 6.877121 -5.590923 -2.087294 1.00 0.77 -0.02 -0.068
H 9.030071 -4.089233 0.031686 0.42 0.33 -0.38 0.069
H 7.616331 -4.883953 0.321436 -0.62 -0.04 -0.18 0.077
H 7.570941 -3.230133 -0.369834 -0.27 -0.19 -0.44 0.070
H 8.410511 -4.185313 -2.517704 -0.20 -0.14 -0.43 0.124
H 8.878371 -6.875883 -2.412354 0.01 0.31 -0.46 0.078
H 9.361611 -6.522673 -0.835944 0.21 0.44 0.27 0.077
H 10.127681 -5.609933 -2.206394 0.18 -0.34 0.24 0.079
H 6.272251 -4.867153 -2.265824 -0.35 -0.06 -0.03 0.078
C 5.667381 5.849037 4.781436 1.44 -0.30 0.92 -0.082
C 4.283781 5.381517 4.463526 0.98 0.84 -1.31 -0.513
C 3.318981 6.159447 5.273266 -0.53 -1.00 2.92 -0.076
O 4.101511 5.652217 3.078566 -0.52 -0.50 -0.80 -0.060
H 5.676581 6.935377 4.870076 0.26 0.10 -0.32 0.083
H 6.411001 5.468037 4.081456 -0.23 0.35 -0.43 0.084
H 6.063471 5.469267 5.723226 -0.36 0.00 0.41 0.080
H 4.265031 4.295827 4.558606 -0.60 0.06 0.18 0.146
H 2.324461 5.721837 5.360046 -0.29 0.59 -0.80 0.086
H 3.403711 7.244517 5.332726 -0.32 0.10 -1.26 0.091
H 3.645821 6.002297 6.301166 0.20 -0.38 0.52 0.078
H 4.118011 6.606277 2.973256 -0.02 0.12 -0.07 0.083
C 0.757391 0.230787 -9.539894 1.70 0.01 -0.91 -0.064
C 1.753961 1.007347 -8.611214 -3.20 0.22 0.33 -0.488
C 0.844391 1.633987 -7.525864 0.27 0.22 -1.21 -0.068
O 2.709571 0.197857 -7.985394 0.57 -0.39 -0.25 -0.040
H -0.042979 -0.364903 -9.100964 0.37 0.03 0.51 0.075
H 1.391531 -0.391743 -10.171114 -0.17 -0.53 0.01 0.068
H 0.283681 0.881637 -10.274804 -0.05 0.44 0.29 0.071
H 2.252521 1.780097 -9.196364 -0.09 0.06 -0.14 0.132
H 1.431131 2.345917 -6.945344 -0.39 -0.27 0.57 0.075
H 0.316861 0.825787 -7.019284 0.60 0.06 0.65 0.078
H 0.020291 2.144667 -8.024024 0.13 0.47 -0.08 0.070
H 3.521751 0.705817 -8.048234 0.25 -0.36 0.25 0.089
C 6.654191 -1.004273 5.227696 -0.86 0.71 0.12 -0.055
C 5.923361 -0.620563 6.545226 0.72 -1.58 0.35 -0.466
C 5.765561 -1.822473 7.585586 -0.63 0.00 -2.18 -0.043
O 6.723951 0.384927 7.104096 0.80 0.76 0.65 -0.071
H 6.114381 -1.667943 4.552236 -0.14 -0.34 0.42 0.073
H 7.680471 -1.349913 5.351716 -0.13 -0.01 0.30 0.079
H 6.664471 -0.056083 4.690176 0.42 0.04 -0.15 0.070
H 5.015631 -0.075663 6.285976 -0.71 -0.90 -0.08 0.126
H 5.281911 -1.601343 8.537056 0.45 0.34 0.01 0.066
H 6.671681 -2.425243 7.646456 0.48 0.73 0.55 0.072
H 5.138301 -2.582093 7.119086 -0.60 0.11 -0.17 0.061
H 6.180591 0.818227 7.766366 0.21 0.15 0.19 0.087
C 7.154431 7.743287 -2.285374 0.06 -0.39 0.05 -0.070
C 6.150901 6.971427 -3.122574 0.17 1.54 1.21 -0.529
C 5.488371 7.958997 -4.063474 -0.40 -0.92 -1.68 -0.068
O 6.776601 5.905697 -3.790344 -0.24 -0.07 -0.79 -0.031
H 7.908911 8.173477 -2.944004 -0.09 0.31 0.04 0.085
H 7.691161 7.086027 -1.601234 -0.09 0.00 0.28 0.073
H 6.589631 8.495047 -1.734034 0.41 0.18 0.12 0.082
H 5.365891 6.610957 -2.457804 -0.14 -0.33 0.13 0.131
H 4.766461 7.364627 -4.623544 -0.27 0.17 -0.25 0.076
H 6.162981 8.362027 -4.818834 0.39 -0.13 0.09 0.081
H 4.948761 8.825317 -3.680844 0.18 -0.34 0.76 0.083
H 7.222671 5.369287 -3.130884 0.02 -0.04 0.04 0.088
C 1.390931 -6.229413 -4.370434 -1.02 0.50 -0.30 -0.045
C 1.581891 -5.343423 -5.637224 -2.10 -0.63 -0.22 -0.493
C 0.326891 -4.626063 -6.302034 -0.04 -2.26 0.43 -0.042
O 2.408571 -4.316363 -5.272944 1.87 1.21 0.70 -0.053
H 0.678051 -7.053643 -4.393654 -0.10 -0.09 -0.99 0.067
H 0.902681 -5.595523 -3.630234 0.60 0.22 0.42 0.075
H 2.306251 -6.701993 -4.014114 0.21 0.60 0.00 0.074
H 2.023451 -5.930803 -6.442274 0.17 -0.34 -0.04 0.119
H 0.040511 -3.655263 -5.897504 0.52 0.01 0.02 0.076
H -0.548789 -5.265613 -6.191324 -0.19 -0.08 -0.05 0.064
H 0.543631 -4.638303 -7.370204 -0.15 0.64 -0.04 0.069
H 2.396881 -3.685953 -5.996854 0.24 0.24 0.06 0.089
```
Positions in Å, forces in eV/Å.

Results
**Structure (SMILES)**: CC1(C)CCCC(C)(C)N1O.CC1(C)CCCC(C)(C)N1O.CC1(C)CCCC(C)(C)N1O.CC(C)O.CC(C)O.CC(C)O.CC(C)O.CC(C)O.CC(C)O.CC(C)O
**Orbital gap**: 8.26 eV
**Total charge**: 0
**Energy**: -2812.95117 Eh
**LUMO**: 0.183 eV
**ΔE to the lowest compared entry with this formula, charge and spin**: 148.57 kcal/mol

Below is 3 unconnected molecules or ions with the total composition C4H5NO in a non-equilibrium geometry, with properties calculated with ωB97M-V/def2-TZVPD.

Geometry as XYZ:
```
11
Properties=species:S:1:pos:R:3:forces:R:3:nbo_charge:R:1
C -1.413086 0.103922 1.865775 0.11 0.01 -0.09 -0.286
C -0.371415 0.164298 1.038602 -0.15 -0.05 0.16 -0.327
C 2.640547 -0.268596 -1.016092 -0.41 -1.03 0.78 0.532
O 2.239600 -1.105624 -0.358570 0.54 1.01 -0.81 -0.526
C -0.381047 0.974648 -0.149502 -0.02 0.58 -0.80 0.247
N -0.370302 1.619134 -1.112185 0.01 -0.61 0.97 -0.302
H -2.322442 0.667101 1.680948 0.13 -0.07 0.01 0.211
H 0.173858 -0.892902 -3.040877 0.06 0.01 -0.02 -0.002
H -1.375194 -0.518671 2.753926 0.01 0.09 -0.13 0.210
H 0.536980 -0.403689 1.216988 -0.17 0.10 0.00 0.245
H 0.642501 -0.339619 -2.879018 -0.09 -0.04 -0.06 -0.002
```
Positions in Å, forces in eV/Å.

Results
**Orbital gap**: 11.01 eV
**Total charge**: 0
**Energy**: -285.33091 Eh
**LUMO**: 0.350 eV
**ΔE to the lowest compared entry with this formula, charge and spin**: 52.51 kcal/mol